Density functional theory data (the ωB97M-V functional and the def2-TZVPD basis) for C29H34N7O7S3Yb as an isolated structure.

Positions of all 81 atoms, in Å:
Yb 0.411 -1.908 0.020
N 5.200 -2.071 -0.030
C 3.861 -1.999 0.187
S 2.854 -3.158 -0.550
N 3.539 -1.006 1.031
N 2.227 -0.770 1.142
C 1.901 -0.005 2.151
C 0.514 0.311 2.386
C 0.123 1.019 3.529
C -1.215 1.270 3.733
C -2.143 0.813 2.796
C -1.678 0.116 1.698
N -0.385 -0.128 1.485
H 5.564 -2.915 -0.437
H 5.789 -1.547 0.596
H 2.659 0.328 2.854
H 0.873 1.371 4.222
H -1.539 1.828 4.599
H -3.201 0.988 2.917
H -2.354 -0.244 0.933
C -6.425 -1.895 -3.080
C -5.132 -2.574 -2.727
C -4.556 -2.410 -1.472
C -3.362 -3.026 -1.139
C -2.746 -3.838 -2.080
C -3.301 -4.028 -3.343
C -4.490 -3.391 -3.653
S -1.227 -4.654 -1.772
O -0.798 -5.314 -2.968
O -0.256 -3.744 -1.176
N -1.606 -5.845 -0.725
C -1.840 -5.672 0.721
C -0.639 -5.214 1.542
C -0.440 -3.716 1.529
O 0.718 -3.258 1.743
O -1.389 -2.940 1.227
H -6.657 -1.096 -2.378
H -7.251 -2.608 -3.061
H -6.383 -1.470 -4.082
H -5.039 -1.769 -0.745
H -2.911 -2.871 -0.168
H -2.803 -4.656 -4.061
H -4.923 -3.526 -4.636
H -1.025 -6.638 -0.966
H -2.177 -6.653 1.058
H -2.671 -4.979 0.850
H 0.283 -5.672 1.179
H -0.756 -5.514 2.586
C 4.240 2.015 -0.474
C 3.134 1.727 -1.481
C 2.142 2.870 -1.629
N 1.451 3.159 -0.382
C 0.161 2.958 -0.146
S -0.933 2.248 -1.167
N -0.256 3.317 1.144
C 0.174 4.296 2.014
O -0.216 4.297 3.161
C 1.088 5.360 1.498
C 2.118 5.794 2.321
C 2.960 6.809 1.891
C 2.754 7.402 0.653
C 1.708 6.981 -0.159
C 0.878 5.953 0.258
H 4.954 1.196 -0.443
H 3.848 2.117 0.540
H 4.782 2.930 -0.724
H 2.591 0.821 -1.204
H 3.569 1.542 -2.465
H 1.377 2.630 -2.369
H 2.654 3.786 -1.942
H 2.022 3.474 0.391
H -1.074 2.809 1.469
H 2.245 5.339 3.293
H 3.769 7.144 2.526
H 3.408 8.196 0.321
H 1.541 7.451 -1.117
H 0.066 5.618 -0.373
O 1.080 -0.838 -1.784
C -0.096 -0.877 -2.248
O -1.089 -1.140 -1.515
H -0.243 -0.705 -3.324

ΔE to the lowest compared entry with this formula, charge and spin, kcal/mol: 0.0
2S+1: 2
Molecular weight, g mol⁻¹: 861.87
Gap between HOMO and LUMO (alpha / beta), eV: 7.10 / 7.10